{
  "formula": "C33H16Cl4IN5O5STa",
  "method": "wB97M-V/def2-TZVPD",
  "elements": ["Ta", "Cl", "C", "C", "C", "I", "C", "O", "C", "N", "C", "C", "C", "C", "H", "H", "H", "H", "Cl", "C", "C", "C", "Cl", "C", "O", "C", "Cl", "C", "H", "H", "N", "C", "C", "C", "C", "C", "C", "C", "C", "C", "H", "H", "H", "H", "O", "S", "O", "O", "C", "N", "C", "C", "C", "N", "C", "C", "C", "N", "C", "C", "H", "H", "H", "H", "H", "H"],
  "coordinates": [[-0.8738, -0.5104, 1.2543], [4.7825, -0.8418, 6.2012], [3.4082, -0.8241, 5.1696], [2.1526, -0.9475, 5.7184], [1.0253, -0.9638, 4.8926], [-0.9306, -1.1144, 5.6448], [1.1387, -0.8483, 3.5242], [0.1125, -0.8422, 2.6949], [2.4274, -0.6697, 2.9488], [2.4564, -0.4820, 1.6127], [3.6286, -0.3332, 1.0463], [4.8400, -0.3655, 1.7515], [4.8222, -0.5268, 3.1139], [3.5842, -0.6778, 3.7684], [2.0309, -1.0330, 6.7875], [3.6255, -0.1750, -0.0247], [5.7684, -0.2516, 1.2173], [5.7327, -0.5333, 3.6933], [-3.3278, 5.2850, -2.6185], [-2.8561, 3.8055, -1.8978], [-2.0555, 3.8189, -0.7557], [-1.6729, 2.6097, -0.2135], [-0.6822, 2.4680, 1.1995], [-2.0707, 1.3817, -0.7624], [-1.6906, 0.2705, -0.1611], [-2.8819, 1.4056, -1.9052], [-3.3765, -0.1078, -2.5449], [-3.2722, 2.6068, -2.4684], [-1.7466, 4.7468, -0.3042], [-3.9025, 2.6120, -3.3434], [-10.3642, -0.9985, 4.3339], [-9.2686, -1.0617, 4.0054], [-7.9160, -1.1374, 3.5925], [-6.9479, -1.6424, 4.4634], [-5.6303, -1.7109, 4.0606], [-5.2749, -1.2722, 2.7809], [-6.2484, -0.7724, 1.9061], [-7.5640, -0.7045, 2.3115], [-3.9247, -1.2605, 2.3672], [-2.7729, -1.1974, 1.9925], [-7.2412, -1.9718, 5.4483], [-4.8670, -2.0912, 4.7219], [-5.9562, -0.4389, 0.9214], [-8.3284, -0.3176, 1.6547], [6.2780, 2.6180, -6.5093], [4.8566, 2.5656, -6.3378], [4.0191, 2.3625, -7.4951], [4.2933, 3.2992, -5.2402], [4.6311, 0.7678, -5.7508], [5.2791, -0.1650, -6.3746], [5.0166, -1.4043, -5.9845], [4.1055, -1.6641, -4.9630], [3.4809, -0.5691, -4.3611], [3.7629, 0.6636, -4.8032], [2.5541, -0.6190, -3.2200], [2.1230, -1.8010, -2.6195], [1.2962, -1.7276, -1.5104], [0.8869, -0.5774, -0.9811], [1.2784, 0.5536, -1.5626], [2.0996, 0.5868, -2.6737], [5.5498, -2.1942, -6.4976], [3.9085, -2.6798, -4.6593], [2.4109, -2.7686, -2.9960], [0.9495, -2.6267, -1.0182], [0.9249, 1.4759, -1.1186], [2.4035, 1.5191, -3.1235]],
  "atomic_forces_ev_per_a": [[-1.891, -0.864, -1.761], [-0.059, 0.018, -0.019], [-0.271, -0.050, 0.122], [0.349, -0.010, 0.046], [-1.092, -0.005, -0.693], [0.431, 0.005, 0.155], [2.242, 0.187, 1.990], [0.335, -0.129, 1.291], [-0.010, -0.011, 0.019], [-0.208, 0.035, 0.111], [-0.075, 0.008, -0.202], [0.151, -0.025, 0.420], [0.002, 0.048, -0.322], [-0.469, -0.034, -0.200], [0.048, -0.026, 0.042], [0.045, 0.009, -0.110], [0.106, 0.034, -0.057], [0.078, -0.009, -0.010], [-0.001, 0.034, 0.047], [0.140, -0.218, 0.127], [0.059, -0.035, 0.087], [-0.523, -0.678, -0.662], [0.276, -0.651, 0.675], [-0.584, 1.879, -1.097], [-0.833, 0.641, -0.966], [0.327, -0.302, 0.485], [-0.086, 0.003, -0.150], [0.095, 0.027, 0.142], [0.044, 0.149, -0.012], [-0.021, -0.013, -0.091], [-0.318, 0.021, 0.102], [-0.412, 0.014, 0.146], [0.822, -0.048, -0.289], [0.041, -0.031, 0.016], [-0.082, 0.008, 0.058], [0.130, 0.108, -0.075], [-0.127, 0.021, -0.008], [0.014, -0.018, 0.001], [-1.376, -0.159, 0.421], [3.946, 0.762, -1.358], [0.000, -0.030, 0.058], [0.017, -0.047, 0.075], [-0.015, 0.019, -0.054], [-0.013, 0.012, -0.053], [0.604, 0.921, -0.442], [-0.266, -3.956, 0.912], [-0.232, 1.152, -0.937], [-0.228, 1.138, 0.286], [0.627, 4.219, -0.827], [0.876, -2.110, -0.656], [-0.140, 0.415, 0.028], [-0.424, -0.152, 0.503], [0.885, 0.056, -1.090], [-1.634, -1.311, 2.120], [-0.094, -0.072, 0.144], [-0.254, 0.203, 0.310], [0.202, -0.498, -0.214], [-1.205, -0.716, 1.415], [0.053, 0.598, -0.212], [-0.213, -0.226, 0.315], [-0.048, -0.152, 0.049], [0.005, -0.158, 0.053], [0.058, -0.087, -0.032], [0.072, -0.118, -0.070], [0.017, 0.069, -0.001], [0.106, 0.135, -0.097]],
  "nbo_charge": [2.48, 0.08, 0.01, -0.27, -0.14, 0.22, 0.23, -0.72, 0.11, -0.47, 0.10, -0.24, -0.11, -0.06, 0.26, 0.21, 0.25, 0.25, 0.10, -0.01, -0.23, -0.09, 0.14, 0.26, -0.73, -0.06, 0.08, -0.21, 0.27, 0.27, -0.21, 0.23, -0.09, -0.16, -0.15, -0.13, -0.16, -0.15, 0.32, -0.64, 0.25, 0.23, 0.23, 0.25, -0.97, 2.42, -0.99, -1.00, 0.16, -0.38, 0.08, -0.29, 0.14, -0.44, 0.05, -0.23, 0.04, -0.53, 0.02, -0.20, 0.20, 0.20, 0.24, 0.19, 0.20, 0.30],
  "lumo_ha": -0.26897,
  "homo_energy_ev": -8.90,
  "mol_weight_g_mol": 1044.25,
  "orbital_gap_ev": 1.6,
  "total_energy_ev": -122733.33938,
  "total_charge": 1
}